No. 1
C25H41F3O2P2Pd as an isolated structure. Source: OMol25; level of theory: the ωB97M-V functional and the def2-TZVPD basis.

Positions of all 74 atoms, in Å:
Pd -1.14 -0.72 1.59
P -1.01 1.15 0.30
P 0.22 -1.13 -0.18
F -4.86 -0.52 -1.42
F -5.78 -1.26 0.50
F -5.29 -2.71 -1.15
O -2.89 -2.88 -0.07
O -2.97 -0.74 0.74
C -0.31 0.32 -1.20
C 2.81 0.15 -4.45
C 4.77 1.14 -3.07
C -0.29 -1.95 3.21
C 2.42 1.31 -5.33
C 2.05 -0.96 -0.05
C 3.14 3.09 -2.86
C 4.45 2.61 -3.43
C -1.63 1.49 4.04
C 0.07 -2.63 -1.24
C -2.38 -0.93 3.41
C -3.87 -0.75 3.47
C 1.90 2.95 -3.36
C -2.39 -3.49 2.90
C 1.24 0.11 3.78
C -1.38 0.07 3.63
C 3.78 0.09 -3.52
C -2.49 2.10 -0.24
C 0.79 -2.98 3.10
C -0.08 -0.54 3.48
C 0.18 2.51 0.68
C -1.70 -2.19 3.14
C -3.52 -1.74 0.07
C 1.44 2.29 -4.63
C -4.88 -1.56 -0.51
H -4.25 -1.01 4.47
H 0.51 -3.77 2.39
H 1.09 3.37 -2.77
H -2.28 2.71 -1.13
H -1.15 0.00 -1.83
H -1.77 1.56 5.13
H -4.36 -1.40 2.74
H 0.46 -2.45 -2.25
H 3.89 -0.86 -2.99
H 3.22 3.59 -1.90
H -2.80 -3.90 3.83
H 1.73 -2.54 2.77
H -0.79 2.14 3.77
H -2.53 1.89 3.57
H -1.69 -4.23 2.49
H 2.48 -1.91 0.31
H -3.20 -3.37 2.18
H 4.49 2.74 -4.52
H 2.06 -0.41 3.27
H 0.97 -3.46 4.08
H -4.16 0.28 3.25
H -2.81 2.76 0.57
H 4.86 1.06 -1.98
H -0.28 3.21 1.38
H 2.50 -0.72 -1.02
H 1.15 3.07 -5.36
H 5.76 0.88 -3.47
H -3.28 1.38 -0.45
H 3.29 1.85 -5.69
H 2.21 -0.75 -4.57
H 5.26 3.23 -3.02
H 0.61 -3.45 -0.77
H 1.25 1.15 3.45
H 1.07 2.09 1.15
H 0.51 1.74 -4.41
H 2.30 -0.18 0.67
H 0.44 0.85 -1.80
H 1.91 0.91 -6.21
H 0.47 3.05 -0.22
H -0.99 -2.89 -1.28
H 1.46 0.10 4.86

Its strongest force on any atom is 6.7 eV/Å. The relative energy (zero: lowest compared OMol25 entry of this formula, charge and spin) comes out at 0.00 kcal/mol. Its total charge is +2. Its spin multiplicity is 5. As for the HOMO-LUMO gap (alpha / beta): 0.3034 / 0.0926 hartree. The expectation value of S² is 6.01.

=====

No. 2
C25H41F5P2Re as an isolated structure. Source: OMol25; level of theory: the ωB97M-V functional and the def2-TZVPD basis.

Positions of all 74 atoms, in Å:
Re 0.08 -0.29 2.15
P -1.19 0.10 -0.03
P 1.54 0.66 0.26
F -1.06 2.59 4.84
F -2.52 2.20 3.19
F 1.02 2.68 3.20
F -0.28 2.95 1.41
F -1.51 4.14 3.34
C -0.77 2.09 -5.43
C -1.86 -0.50 4.84
C -0.16 2.26 2.61
C 1.39 1.13 -4.38
C 0.81 -3.48 1.60
C 1.26 0.19 5.18
C -2.14 -2.69 2.59
C -1.78 -0.13 -4.67
C -0.98 -1.09 -5.50
C 2.89 -1.63 3.18
C 2.68 2.01 0.59
C 1.33 -0.09 -4.93
C 0.40 -0.58 -6.00
C -1.72 1.21 -4.66
C -1.32 2.80 3.51
C 0.59 2.34 -4.74
C 1.39 -1.53 3.23
C 0.13 1.09 -0.85
C 0.65 -0.69 4.14
C -0.74 -0.98 3.97
C -0.87 -1.99 2.95
C 0.46 -2.33 2.50
C 2.51 -0.57 -0.66
C -2.78 0.93 0.08
C -1.42 -1.35 -1.10
H -2.76 1.67 0.89
H 1.34 -0.33 6.15
H 3.22 -2.03 2.21
H -1.25 3.07 -5.57
H 0.88 -1.42 -6.52
H -0.02 -3.72 0.92
H 0.31 0.77 -1.89
H 0.42 2.93 -3.83
H 1.97 -1.52 -0.73
H 2.23 2.73 1.28
H 2.07 -0.84 -4.60
H 2.71 -0.18 -1.67
H 2.19 1.32 -3.65
H 0.63 1.07 5.34
H 0.23 0.19 -6.77
H 1.71 -3.27 1.01
H -3.55 0.19 0.31
H -2.58 -0.60 -4.09
H 2.96 2.51 -0.35
H 3.46 -0.73 -0.14
H -1.80 0.58 4.98
H -0.82 -2.01 -4.92
H -2.47 1.75 -4.07
H -0.59 1.71 -6.45
H -2.08 -3.13 1.59
H -2.35 -3.50 3.30
H 3.58 1.60 1.07
H -1.56 -1.40 -6.38
H -1.54 -1.02 -2.15
H -2.99 -2.00 2.62
H -2.83 -0.73 4.39
H -3.02 1.43 -0.88
H 1.01 -4.38 2.19
H 3.26 -2.31 3.96
H 3.36 -0.66 3.34
H 2.26 0.52 4.89
H -0.55 -2.02 -1.03
H -1.81 -0.97 5.83
H -0.10 2.17 -0.80
H -2.32 -1.89 -0.77
H 1.18 3.00 -5.40

Its strongest force on any atom is 10.7 eV/Å. The relative energy (zero: lowest compared OMol25 entry of this formula, charge and spin) comes out at 0.00 kcal/mol. Its total charge is +2. Its spin multiplicity is 4. As for the HOMO-LUMO gap (alpha / beta): 0.2810 / 0.1729 hartree. The expectation value of S² is 3.77.

=====

No. 3
C25H41GaGeN4OSi3 as an isolated structure. Source: OMol25; level of theory: the ωB97M-V functional and the def2-TZVPD basis.

Positions of all 76 atoms, in Å:
Ge -2.26 1.60 -1.55
Ga -0.33 0.24 -0.40
Si -2.13 0.24 -3.67
Si -1.01 3.77 -1.51
Si -4.05 1.25 0.17
O 1.31 -0.81 -1.04
N -0.08 -0.66 2.54
N -0.46 -1.16 1.42
N 1.11 0.95 1.31
N 2.44 -1.26 -0.54
C -3.53 1.00 -4.70
C -0.39 0.56 -4.37
C 4.76 -0.96 -0.17
C 1.97 1.97 1.31
C -2.40 -1.61 -3.27
C -2.55 -3.94 0.32
C 3.56 -0.53 -0.69
C -0.79 4.27 0.32
C -5.39 2.50 -0.34
C 0.78 0.39 2.49
C -1.34 -2.23 1.50
C 4.82 -2.16 0.52
C 2.54 2.48 2.47
C -4.64 -0.57 0.12
C -3.05 -4.42 1.53
C 3.65 -2.90 0.65
C 2.19 1.92 3.69
C -3.31 1.72 1.86
C -2.70 -3.80 2.72
C -1.85 -2.71 2.72
C 2.48 -2.43 0.11
C -2.08 5.02 -2.47
C -1.71 -2.85 0.30
C 1.29 0.86 3.71
C 0.72 3.47 -2.28
H -5.53 -0.69 0.74
H -3.58 0.58 -5.70
H -3.88 -1.25 0.49
H -1.73 4.57 0.77
H 3.65 -3.85 1.17
H 3.23 3.30 2.42
H 0.98 0.39 4.62
H -4.50 0.84 -4.24
H -4.03 1.56 2.66
H -1.65 6.02 -2.46
H -3.08 -4.18 3.65
H -0.11 5.11 0.42
H 2.60 2.30 4.61
H -3.40 2.08 -4.80
H -2.83 -4.43 -0.60
H -3.71 -5.27 1.54
H -0.20 -0.04 -5.26
H -5.01 3.52 -0.29
H -1.48 -2.07 -2.92
H -2.42 1.13 2.10
H -1.31 -2.47 -0.64
H -2.19 4.73 -3.51
H -0.27 1.60 -4.66
H 5.64 -0.35 -0.30
H 0.69 3.50 -3.36
H 2.20 2.40 0.35
H -3.07 5.09 -2.04
H -4.91 -0.87 -0.89
H 1.43 4.23 -1.96
H -5.73 2.32 -1.36
H -2.71 -2.16 -4.16
H -0.38 3.45 0.92
H -3.17 -1.76 -2.52
H 0.38 0.31 -3.64
H 5.75 -2.51 0.93
H -1.57 -2.22 3.63
H 3.45 0.40 -1.24
H -6.26 2.45 0.31
H 1.53 -2.95 0.19
H 1.11 2.49 -1.98
H -3.03 2.77 1.88

Its strongest force on any atom is 2.7 eV/Å. The relative energy (zero: lowest compared OMol25 entry of this formula, charge and spin) comes out at 22.75 kcal/mol. Its total charge is +2. As for the HOMO-LUMO gap: 0.2331 hartree.

=====

No. 4
C25H41N2O2Sb2W as an isolated structure. Source: OMol25; level of theory: the ωB97M-V functional and the def2-TZVPD basis.

Positions of all 73 atoms, in Å:
W 0.92 0.06 -0.29
Sb -0.83 -1.84 -1.33
Sb 0.26 -0.28 2.39
O 2.58 -1.04 -0.11
O 0.14 1.61 -0.71
N 3.90 -2.86 -0.14
N 4.73 -0.80 -0.78
C 2.49 2.78 -1.84
C 3.74 -1.56 -0.35
C -2.34 2.61 0.92
C 0.54 1.53 3.45
C -2.95 1.63 -1.34
C 1.39 -1.75 3.41
C -1.25 3.51 -1.20
C -1.93 -4.61 3.26
C -1.95 -2.37 2.35
C -1.33 4.78 -1.76
C -2.32 -2.88 1.10
C -2.58 -2.01 -0.10
C 2.50 1.51 -2.70
C -2.49 2.88 -0.58
C -1.79 -0.90 2.62
C -2.50 -4.26 0.96
C 1.00 4.74 -2.36
C 3.07 2.57 -0.44
C 0.00 2.90 -1.26
C 0.03 -3.78 -1.36
C -1.40 -1.41 -3.32
C 1.14 3.47 -1.81
C -1.76 -3.25 3.42
C -0.23 5.39 -2.33
C -2.31 -5.12 2.02
H -2.05 3.52 1.45
H -1.59 1.84 1.11
H 5.66 -1.17 -0.94
H -3.90 1.27 -0.94
H 1.60 1.75 3.52
H -1.79 -0.40 -3.38
H 2.08 1.70 -3.69
H 1.90 0.67 -2.29
H 2.45 -1.58 3.23
H 0.16 -4.13 -0.33
H 1.19 -1.65 4.47
H -0.32 6.38 -2.76
H 2.55 1.80 0.17
H 3.04 3.48 0.15
H 0.02 2.34 2.94
H -2.03 -0.66 3.65
H -2.17 -2.12 -3.60
H -0.54 -1.52 -3.97
H 3.13 -3.41 0.21
H -2.47 -6.18 1.89
H -2.83 -4.66 0.01
H -2.91 -1.00 0.13
H -0.66 -4.44 -1.88
H 0.97 -3.74 -1.89
H 4.79 -3.32 -0.26
H -3.09 1.85 -2.40
H -1.52 -2.86 4.40
H -1.80 -5.28 4.11
H 1.85 5.23 -2.80
H 0.13 1.40 4.45
H -2.22 0.83 -1.25
H 3.51 1.12 -2.83
H 1.10 -2.73 3.06
H -2.38 -0.25 1.98
H 4.59 0.19 -0.88
H -2.28 5.30 -1.74
H -3.28 3.63 -0.69
H -3.33 -2.46 -0.75
H 3.16 3.48 -2.34
H -3.29 2.27 1.33
H 4.12 2.26 -0.49

Its strongest force on any atom is 0.1 eV/Å. The relative energy (zero: lowest compared OMol25 entry of this formula, charge and spin) comes out at 0.01 kcal/mol. Its total charge is +3. Its spin multiplicity is 3. As for the HOMO-LUMO gap (alpha / beta): 0.2309 / 0.2217 hartree. The expectation value of S² is 2.02.